Arrangement a

The following is a DFT calculation (ωB97M-V with the def2-TZVPD basis set) of C2H7N3O in the gas phase.

CARTESIAN COORDINATES (ANGSTROEM)
C -2.376 -0.040 -0.352
N -1.097 -0.639 -0.207
N -0.118 0.245 0.036
N 1.155 -0.294 0.205
C 2.201 0.656 0.410
O 1.338 -1.507 0.123
H -2.055 1.015 -0.154
H -2.611 -0.183 -1.430
H -3.069 -0.447 0.379
H -0.897 -1.603 -0.507
H 2.123 1.486 -0.286
H 3.231 0.225 0.329
H 2.176 1.086 1.453

Frontier orbital gap (spin up / spin down) = 8.7 / 8.7 eV
Structure (SMILES) = CN/N=[N+](/C)[O-]

Mulliken atomic charge list, values in e, 8 entries: number 1, C, carries -0.711; number 2, N, carries 0.068; number 3, N, carries -0.462; number 4, N, carries 0.692; number 5, C, carries -0.744; number 6, O, carries -0.742; number 7, H, carries 0.326; number 8, H, carries 0.255

Arrangement b

The following is a DFT calculation (ωB97M-V with the def2-TZVPD basis set) of a molecular structure, C2H7N3O.

CARTESIAN COORDINATES (ANGSTROEM)
C -2.269 0.210 0.018
C 0.177 0.189 -0.131
H -3.118 -0.769 -0.430
H -2.188 1.461 -0.711
H -2.415 0.410 1.514
H -0.934 -1.250 -0.841
H 1.453 -1.284 0.699
H 3.336 -0.197 -0.649
H 2.803 0.572 0.874
N -1.004 -0.535 -0.087
N 1.456 -0.506 -0.059
N 2.603 0.319 -0.074
O 0.100 1.380 -0.123

Frontier orbital gap = 10.2 eV

Mulliken atomic charge list, values in e, 8 entries: number 1, C, carries -0.616; number 2, C, carries 0.445; number 3, H, carries 0.242; number 4, H, carries 0.241; number 5, H, carries 0.193; number 6, H, carries 0.273; number 7, H, carries 0.260; number 8, H, carries 0.258

Winner for stability: arrangement a

Arrangement a

The following is a DFT calculation (ωB97M-V with the def2-TZVPD basis set) of 2 unconnected molecules or ions with the total composition C2H7N3O.

CARTESIAN COORDINATES (ANGSTROEM)
H -0.196 0.778 1.314
N -0.030 -0.237 1.518
C -1.193 -0.846 1.699
N -2.414 -0.465 1.130
H -1.353 -1.627 2.511
H -3.399 -0.679 1.331
H -2.443 0.280 0.409
N 1.525 -0.440 -0.803
C 1.559 0.520 -1.767
O 0.849 1.578 -1.763
H 0.643 -0.440 -0.294
H 2.087 -1.223 -0.981
H 2.105 0.237 -2.692

Frontier orbital gap = 10.2 eV
Structure (SMILES) = [H]/N=C\N.NC=O

Mulliken atomic charge list, values in e, 8 entries: number 1, H, carries 0.263; number 2, N, carries -0.751; number 3, C, carries 0.222; number 4, N, carries -0.407; number 5, H, carries 0.280; number 6, H, carries 0.205; number 7, H, carries 0.212; number 8, N, carries -0.283

Arrangement b

The following is a DFT calculation (ωB97M-V with the def2-TZVPD basis set) of C2H7N3O in the gas phase.

CARTESIAN COORDINATES (ANGSTROEM)
C 0.794 1.016 -1.259
C -0.303 0.305 -0.490
O -0.742 -0.906 -1.067
H -1.133 0.992 -0.259
H 0.342 1.493 -2.131
H 1.544 0.306 -1.607
H 1.278 1.785 -0.650
N -0.720 -0.586 1.809
N 0.223 -0.360 0.766
N 0.602 -1.461 0.138
H -1.654 -0.306 1.505
H -0.459 -0.003 2.599
H 0.227 -2.275 0.647

Frontier orbital gap (spin up / spin down) = 9.1 / 8.5 eV

Mulliken atomic charge list, values in e, 8 entries: number 1, C, carries -1.278; number 2, C, carries 0.480; number 3, O, carries -0.548; number 4, H, carries 0.345; number 5, H, carries 0.333; number 6, H, carries 0.325; number 7, H, carries 0.309; number 8, N, carries -0.651

Arrangement c

The following is a DFT calculation (ωB97M-V with the def2-TZVPD basis set) of a molecular structure, C2H7N3O.

CARTESIAN COORDINATES (ANGSTROEM)
C -0.969 -0.132 0.177
N 0.855 -0.300 -0.045
N 1.923 0.138 0.818
C -1.299 0.761 -0.971
O -1.517 -1.376 0.134
N -0.332 1.458 -1.457
H -0.991 -1.953 0.709
H 1.100 -0.876 -0.850
H -0.990 0.356 1.148
H 1.944 -0.444 1.656
H 1.732 1.091 1.130
H 0.782 0.733 -0.934
H -2.238 0.542 -1.516

Frontier orbital gap = 8.1 eV

Mulliken atomic charge list, values in e, 8 entries: number 1, C, carries 0.291; number 2, N, carries -0.506; number 3, N, carries -0.604; number 4, C, carries -0.164; number 5, O, carries -0.480; number 6, N, carries -0.741; number 7, H, carries 0.342; number 8, H, carries 0.356

Arrangement d

The following is a DFT calculation (ωB97M-V with the def2-TZVPD basis set) of C2H7N3O in the gas phase.

CARTESIAN COORDINATES (ANGSTROEM)
H 1.720 -1.834 0.224
N 0.731 -1.593 0.147
C 0.581 -0.317 0.175
N 1.630 0.614 -0.006
C -0.706 0.409 -0.201
N -1.783 -0.520 -0.427
O -1.075 1.296 0.836
H 2.273 0.620 0.781
H 1.774 1.505 -0.470
H -0.012 1.136 -0.918
H -1.506 -1.421 -0.028
H -1.864 -0.697 -1.426
H -1.763 0.800 1.314

Frontier orbital gap = 10.3 eV
Structure (SMILES) = [H]/N=C(\N)[C@@H](N)O

Mulliken atomic charge list, values in e, 8 entries: number 1, H, carries 0.275; number 2, N, carries -0.599; number 3, C, carries 0.432; number 4, N, carries -0.513; number 5, C, carries 0.159; number 6, N, carries -0.728; number 7, O, carries -0.516; number 8, H, carries 0.207

Winner for stability: arrangement a

Arrangement a

The following is a DFT calculation (ωB97M-V with the def2-TZVPD basis set) of C2H7N3O in the gas phase.

CARTESIAN COORDINATES (ANGSTROEM)
C 0.215 -0.459 0.342
N -0.923 -0.190 -0.520
N -1.909 0.367 0.132
N 1.006 -1.580 0.032
C 0.977 0.959 -0.157
O 2.170 0.872 -0.549
H 0.154 1.132 -1.030
H -0.065 -0.423 1.403
H -1.840 0.582 1.124
H -2.703 0.671 -0.415
H 0.496 -2.368 -0.341
H 1.792 -1.323 -0.558
H 0.629 1.760 0.537

Frontier orbital gap (spin up / spin down) = 8.0 / 6.7 eV

Mulliken atomic charge list, values in e, 8 entries: number 1, C, carries 0.053; number 2, N, carries -0.303; number 3, N, carries -0.175; number 4, N, carries -0.571; number 5, C, carries -0.203; number 6, O, carries -0.631; number 7, H, carries 0.212; number 8, H, carries 0.323

Arrangement b

The following is a DFT calculation (ωB97M-V with the def2-TZVPD basis set) of 2 unconnected molecules or ions with the total composition C2H7N3O.

CARTESIAN COORDINATES (ANGSTROEM)
O -0.562 1.266 0.899
C -0.720 0.321 0.173
C -1.662 -0.346 -1.136
N -1.341 -0.871 0.201
H -2.592 0.206 -1.223
H -1.551 -1.085 -1.921
H -2.020 -1.130 0.906
N 1.420 0.381 -0.261
N 2.202 0.377 0.961
H 1.516 1.297 -0.692
H 1.325 -0.488 -0.789
H 2.417 -0.594 1.174
H 1.568 0.666 1.708

Frontier orbital gap = 9.4 eV
Structure (SMILES) = O=C1CN1.NN

Mulliken atomic charge list, values in e, 8 entries: number 1, O, carries -0.551; number 2, C, carries 0.621; number 3, C, carries -0.600; number 4, N, carries -0.314; number 5, H, carries 0.245; number 6, H, carries 0.263; number 7, H, carries 0.238; number 8, N, carries -0.392

Winner for stability: arrangement b

Arrangement a

The following is a DFT calculation (ωB97M-V with the def2-TZVPD basis set) of C8H15OP in the gas phase.

CARTESIAN COORDINATES (ANGSTROEM)
C 2.755 0.204 -1.007
C 1.971 -0.136 0.017
C 2.378 0.476 1.365
C 0.961 -1.114 0.269
C 0.358 -2.058 -0.873
P -0.848 -1.038 0.161
O -1.860 -1.677 1.040
C -1.518 0.674 -0.436
C -1.515 1.526 0.803
C -2.886 0.353 -1.029
H 3.553 0.887 -0.850
H 2.592 -0.212 -1.927
H 3.120 1.236 1.427
H 2.834 -0.258 2.034
H 1.387 0.645 1.808
H 1.246 -1.637 1.231
H 0.522 -1.806 -1.898
H 0.062 -3.116 -0.729
H -0.892 1.015 -1.207
H -1.498 2.577 0.457
H -2.332 1.073 1.354
H -0.665 1.485 1.376
H -3.496 -0.031 -0.198
H -2.817 -0.309 -1.821
H -3.414 1.242 -1.368

Frontier orbital gap = 9.7 eV
Structure (SMILES) = C=C(C)[C@@H]1C[P@]1(=O)C(C)C

Mulliken atomic charge list, values in e, 8 entries: number 1, C, carries -1.157; number 2, C, carries 0.871; number 3, C, carries -1.467; number 4, C, carries 0.271; number 5, C, carries -1.286; number 6, P, carries 0.619; number 7, O, carries -0.746; number 8, C, carries 0.416

Arrangement b

The following is a DFT calculation (ωB97M-V with the def2-TZVPD basis set) of C8H15OP in the gas phase.

CARTESIAN COORDINATES (ANGSTROEM)
C 1.993 0.375 1.841
C 0.806 0.863 2.003
C 2.270 -0.417 0.635
C -0.443 -0.663 -0.216
C -0.282 1.727 2.550
C -2.324 -0.007 -1.759
C 1.856 -0.897 -2.084
C -1.647 0.198 -0.382
O 1.044 1.513 -0.839
P 1.032 0.069 -0.649
H 2.720 0.220 2.547
H 3.298 -0.278 0.295
H 2.126 -1.458 0.765
H -0.516 -1.764 -0.386
H -1.235 1.224 2.626
H -0.495 2.673 1.991
H -0.035 1.922 3.594
H -2.549 -0.971 -2.165
H -1.517 0.447 -2.476
H -3.296 0.528 -1.695
H 1.609 -1.966 -2.082
H 1.542 -0.295 -2.967
H 2.852 -0.713 -2.259
H -2.369 -0.128 0.336
H -1.395 1.270 -0.175

Frontier orbital gap (spin up / spin down) = 9.0 / 6.9 eV

Mulliken atomic charge list, values in e, 8 entries: number 1, C, carries -0.362; number 2, C, carries 0.280; number 3, C, carries -0.885; number 4, C, carries -0.329; number 5, C, carries -1.253; number 6, C, carries -1.136; number 7, C, carries -1.298; number 8, C, carries -0.342

Winner for stability: arrangement a